# 1
{"formula": "C3H2ClNOS2", "method": "ωB97M-V with the def2-TZVPD basis set", "e_lumo_ev": -0.884, "mol_weight_g_mol": 167.64, "orbital_gap_ev": 7.370, "total_energy_ev": -40870.61014, "species": ["Cl", "S", "S", "O", "N", "C", "C", "C", "H", "H"], "positions_angstrom": [[2.17913, 0.34203, 1.20372], [-0.29884, -0.73218, -2.56345], [-1.56684, -0.44307, -0.85398], [2.34340, -0.59119, -2.11396], [-1.20582, 0.57608, 1.56366], [1.17691, -0.52816, -1.86366], [-0.51474, 0.10748, 0.44445], [0.79247, 0.06722, 0.27781], [-2.14376, 0.31219, 1.53270], [-0.76191, 0.88961, 2.37272]]}



# 2
{"formula": "C3H2CoLiO3", "method": "ωB97M-V with the def2-TZVPD basis set", "e_lumo_ev": [-1.017, -1.158], "s2": 6.04, "multiplicity": 5, "mol_weight_g_mol": 151.92, "orbital_gap_ev": [3.626, 6.188], "total_energy_ev": -47109.26977, "species": ["Co", "O", "O", "O", "C", "C", "C", "Li", "H", "H"], "positions_angstrom": [[-1.17370, -3.25430, -2.03049], [-0.94633, -0.56486, -0.19805], [0.19387, -2.08079, -1.36291], [0.87630, 2.26028, 0.80688], [0.08055, 1.25754, 0.92575], [0.25061, 0.07014, 0.20714], [-0.91885, -1.66617, -0.93397], [0.09208, 3.77957, 1.24667], [0.42595, 0.32485, 1.76248], [1.11952, -0.12626, -0.42350]]}



# 3
{"formula": "C3H2CrLiO3", "method": "ωB97M-V with the def2-TZVPD basis set", "e_lumo_ev": [-1.434, -1.579], "s2": 8.89, "multiplicity": 6, "mol_weight_g_mol": 144.98, "orbital_gap_ev": [3.797, 3.352], "total_energy_ev": -37907.30271, "species": ["Cr", "O", "O", "O", "C", "C", "C", "Li", "H", "H"], "positions_angstrom": [[-0.92615, -0.15732, -0.17740], [0.08291, -1.71427, 0.31744], [-1.85808, 1.62308, 2.09452], [0.52479, 0.59678, -1.18456], [1.47367, -0.10259, -0.82111], [-2.25919, 0.97228, 1.17171], [1.23021, -1.37571, 0.02047], [-2.92335, 2.01539, -0.61496], [2.51557, 0.05242, -1.10111], [2.13962, -1.91006, 0.29500]]}



# 4
{"formula": "C3H2CsO2", "method": "ωB97M-V with the def2-TZVPD basis set", "e_lumo_ev": -3.830, "mol_weight_g_mol": 202.95, "total_charge": 1, "orbital_gap_ev": 8.818, "total_energy_ev": -7775.28990, "species": ["Cs", "O", "O", "C", "C", "C", "H", "H"], "positions_angstrom": [[4.66471, 1.37771, -0.52871], [0.55067, -1.43692, 0.22113], [0.20558, 0.94113, 0.38940], [-1.95589, 0.09036, -0.25272], [1.17397, -0.39874, 0.46092], [-1.05063, 0.84440, 0.14056], [-0.57465, -1.30037, -0.24019], [-3.01376, -0.11757, -0.19038]]}



One value per record, in order, for relative energy (zero: lowest compared OMol25 entry of this formula, charge and spin): 78.3; 28.0; 11.8; 21.6 kcal per mole.